1.
C11H33F6N3O16PS3 | wB97M-V/def2-TZVPD

```
! RIJCOSX wB97M-V def2-TZVPD def2/J DEFGRID3
* xyz 0 2
N 2.89 0.77 -1.79
H 2.39 0.27 -2.51
H 2.61 1.74 -1.78
H 3.90 0.77 -1.74
H 2.50 0.36 -0.95
N 4.00 0.91 1.50
H 3.94 1.91 1.62
H 4.72 0.66 0.84
H 3.14 0.77 1.00
H 4.12 0.32 2.31
N 2.50 -3.36 0.83
H 3.36 -3.56 0.34
H 2.81 -3.04 1.74
H 1.95 -4.21 0.90
H 2.17 -2.60 0.26
C 0.11 -0.39 0.55
O 1.50 -0.31 0.39
H -0.32 -1.39 0.45
H -0.11 -0.18 1.60
H -0.44 0.30 -0.09
P 1.36 4.22 -1.37
F 2.85 3.57 -1.31
F 0.72 2.81 -0.90
F 1.46 4.85 0.19
F -0.08 4.90 -1.44
F 2.09 5.58 -2.02
F 1.20 3.56 -2.87
C -1.52 -3.45 -1.64
C -0.71 -3.18 -2.92
C -0.76 -1.84 -3.45
O 0.53 -1.34 -3.54
C 1.39 -2.19 -3.02
O 2.60 -1.93 -2.92
O 0.69 -3.29 -2.67
H -1.41 -4.53 -1.52
H -2.60 -3.44 -1.80
H -1.39 -2.76 -0.80
H -0.94 -3.84 -3.75
H -1.37 -1.16 -2.85
H -1.30 -2.05 -4.38
C 1.66 -0.32 4.80
C 0.40 0.65 4.58
O 0.64 1.81 5.32
S 2.23 2.19 5.09
O 2.67 3.03 6.20
O 2.60 2.63 3.70
O 2.67 0.55 5.29
H 1.83 -0.69 3.79
H 1.45 -1.14 5.49
H -0.29 -0.05 5.06
H 0.23 0.91 3.54
C -1.25 2.56 -3.64
C -1.81 2.02 -2.27
O -3.21 1.93 -2.51
S -3.69 1.59 -4.10
O -4.95 2.19 -4.55
O -3.58 0.15 -4.31
O -2.36 2.53 -4.58
H -0.39 2.08 -4.10
H -1.07 3.63 -3.63
H -1.49 2.71 -1.48
H -1.50 1.00 -2.05
C -3.67 -2.54 2.54
C -3.26 -1.22 3.24
O -3.96 -0.20 2.59
S -4.28 -0.67 1.02
O -3.46 0.02 0.03
O -5.75 -0.69 0.64
O -3.86 -2.25 1.14
H -4.65 -2.88 2.90
H -2.99 -3.38 2.49
H -2.21 -1.21 2.96
H -3.24 -1.17 4.33
*
```

Computed properties:
HOMO-LUMO gap (alpha / beta) = 3.74 / 7.97 eV

2.
C7H10 | wB97M-V/def2-TZVPD

```
! RIJCOSX wB97M-V def2-TZVPD def2/J DEFGRID3
* xyz 0 1
C -1.56 -2.06 -0.85
C -0.75 -1.08 -0.79
C 0.00 -0.04 -0.80
C 1.44 -0.11 -0.54
C -0.55 1.35 -1.00
H -1.91 -2.61 -1.76
H -2.04 -2.55 0.03
H 1.62 -0.95 0.21
H 2.06 -0.27 -1.48
H 1.77 0.81 -0.20
H -1.74 1.42 -1.05
H -0.32 1.93 -0.05
H -0.04 1.83 -1.81
C 0.32 1.14 2.40
C 0.65 -0.04 2.50
H 0.15 2.21 2.20
H 0.88 -1.00 2.98
*
```

Computed properties:
HOMO-LUMO gap = 9.87 eV
SMILES string = C=C=C(C)C.C#C
energy relative to the best compared isomer or geometry (same formula, charge and spin) = 108.89 kcal/mol

3.
C4H12 | wB97M-V/def2-TZVPD

```
! RIJCOSX wB97M-V def2-TZVPD def2/J DEFGRID3
* xyz -1 2
C 0.25 0.05 2.67
C 1.22 -0.59 1.62
H 0.62 0.65 3.48
H -0.61 0.50 2.18
H -0.26 -0.86 2.97
H 0.72 -1.33 0.99
H 1.96 -1.31 2.02
H 1.77 0.21 1.07
C 0.04 0.30 -2.08
C -1.49 0.33 -2.19
H 0.55 0.70 -2.97
H 0.52 0.78 -1.21
H 0.39 -0.71 -1.91
H -2.02 -0.45 -1.67
H -1.76 0.21 -3.23
H -1.89 1.35 -1.91
*
```

Computed properties:
HOMO-LUMO gap (alpha / beta) = 2.84 / 11.76 eV
energy relative to the best compared isomer or geometry (same formula, charge and spin) = 15.69 kcal/mol